{"formula": "C7H9O4Si", "method": "wB97M-V/def2-TZVPD", "symbols": ["C", "C", "C", "C", "C", "C", "C", "O", "O", "O", "O", "Si", "H", "H", "H", "H", "H", "H", "H", "H", "H"], "coordinates": [[-1.8421, 2.1509, 0.3319], [0.9118, -1.6851, 0.6930], [-1.7676, 1.7935, -1.1231], [-1.8249, 0.1800, -1.2186], [-0.3260, -1.2735, 0.0636], [-0.4990, -0.2908, -0.8041], [-0.7175, 2.5560, 0.9316], [0.9830, -2.6825, 1.4030], [-2.9525, 1.9468, 0.9097], [1.9612, -0.9259, 0.2653], [0.3649, 2.7161, 1.4442], [3.3452, -1.5622, 0.7718], [-2.6646, 2.1085, -1.6381], [-0.7983, 2.1247, -1.5225], [-2.6061, -0.0934, -0.4436], [-2.1117, -0.1317, -2.2720], [-1.1888, -1.7301, 0.4885], [0.4013, 0.1097, -1.2142], [3.8262, -2.7976, 0.2000], [3.1903, -1.9276, 2.2473], [4.3151, -0.5859, 0.4865]], "atomic_forces_ev_per_a": [[-1.3, -0.4, -0.7], [-1.6, -0.8, -1.1], [0.0, -2.0, -0.5], [-0.9, 1.6, -0.1], [-0.4, -0.1, 1.2], [0.2, -0.8, -0.3], [1.1, 0.1, 1.2], [0.8, 1.2, -0.5], [-0.7, 0.0, 0.2], [-1.3, -0.3, -0.1], [1.1, 0.5, 0.3], [1.3, -1.5, 2.8], [-0.1, 0.7, -0.5], [-0.6, 0.1, -0.4], [0.7, -0.1, -1.2], [0.3, 0.3, 1.2], [-0.6, -0.5, 0.3], [0.3, 0.7, -0.4], [-0.1, -0.6, -0.7], [0.5, 0.6, -0.7], [1.1, 1.1, -0.2]], "mulliken_spin": [0.623, 0.019, 0.024, 0.017, 0.047, -0.041, 0.539, 0.015, 0.349, -0.006, 0.380, 0.002, -0.008, 0.016, 0.003, -0.004, 0.004, 0.020, 0.000, 0.000, 0.000], "total_charge": -1, "max_force_ev_per_a": 3.48, "homo_energy_ev": [-0.66, -4.86], "gap_ha": [0.1364, 0.2906], "e_lumo_ha": [0.1122, 0.1120], "spin_multiplicity": 3, "total_energy_ha": -862.517632, "s_squared": 2.01}